(1)
DFT (the ωB97M-V functional and the def2-TZVPD basis) results for a structure of composition C17H11AsCl5N2ORuS2 in a non-equilibrium geometry.

Electronic energy (eV): -170535.9911
Energy relative to the best compared isomer or geometry (same formula, charge and spin) (kJ/mol): 180.6
Expectation value of S²: 0.78
Spin multiplicity: 2
Orbital gap (spin up / spin down) (eV): 5.8 / 6.5

The geometry in XYZ format:
```
40
C17H11AsCl5N2ORuS2 | the OMol25 dataset | the ωB97M-V functional and the def2-TZVPD basis
Ru 1.275 -0.613 1.045
S 2.418 1.392 1.657
C 1.973 2.276 0.229
C 1.852 3.663 0.315
C 1.552 4.431 -0.801
C 1.412 5.832 -0.690
N 1.280 6.965 -0.585
C 1.397 3.807 -2.059
C 1.501 2.428 -2.148
C 1.766 1.646 -1.025
S 1.861 -0.074 -1.253
C 1.156 4.536 -3.245
N 0.979 5.065 -4.247
H 1.985 4.147 1.272
H 1.378 1.936 -3.103
Cl 0.252 -1.155 3.697
C 0.633 -2.697 3.002
C 1.353 -2.628 1.811
C 1.616 -3.831 1.164
Cl 2.442 -3.736 -0.344
C 1.206 -5.054 1.686
Cl 1.500 -6.511 0.825
C 0.516 -5.087 2.901
Cl 0.007 -6.586 3.559
C 0.211 -3.893 3.565
Cl -0.694 -3.915 5.026
C -1.336 -1.420 -1.814
As -1.976 -0.078 -0.546
C -2.414 1.587 -1.466
C -3.578 -0.753 0.343
O -0.880 0.246 0.633
H -2.152 -1.845 -2.395
H -0.836 -2.201 -1.234
H -0.604 -0.968 -2.487
H -3.173 1.421 -2.228
H -1.509 2.000 -1.916
H -2.789 2.295 -0.723
H -4.374 -0.978 -0.362
H -3.913 0.006 1.055
H -3.292 -1.655 0.888
```


(2)
DFT (the ωB97M-V functional and the def2-TZVPD basis) results for an isolated molecule of C17H11BrClO8P in a non-equilibrium geometry.

Electronic energy (eV): -126038.8627
Orbital gap (eV): 7.7
SMILES string: O=C(O)CC1=C(CC(=O)Br)C(=O)C(P(O)Cl)=C(OC(=O)c2ccccc2)C1=O

The geometry in XYZ format:
```
39
C17H11BrClO8P | the OMol25 dataset | the ωB97M-V functional and the def2-TZVPD basis
O -2.352 -4.038 -0.202
C -1.778 -2.991 -0.291
O -1.543 -2.432 -1.548
C -1.264 -2.294 1.010
C -1.415 -0.743 1.002
C -2.617 -0.095 0.946
C -3.990 -0.880 0.932
C -4.242 -1.345 2.425
O -4.867 -2.307 2.717
Br -3.538 -0.274 3.941
C -2.561 1.474 0.904
O -3.400 2.168 1.411
C -1.336 2.075 0.120
P -1.665 3.629 -0.873
O -0.630 3.690 -2.186
Cl -3.570 3.231 -1.745
C -0.134 1.421 0.189
O 0.934 1.930 -0.541
C 2.153 1.910 0.193
O 2.305 2.593 1.154
C 3.244 0.951 -0.366
C 3.418 0.975 -1.827
C 4.376 0.096 -2.479
C 5.176 -0.833 -1.668
C 5.001 -0.817 -0.218
C 4.036 0.062 0.462
C -0.105 0.132 1.052
O 0.794 -0.230 1.767
H -2.007 -1.571 -1.559
H -1.837 -2.668 1.906
H -0.197 -2.622 1.166
H -3.984 -1.735 0.215
H -4.784 -0.114 0.716
H -0.294 2.811 -2.442
H 2.805 1.664 -2.462
H 4.451 0.166 -3.591
H 5.882 -1.513 -2.191
H 5.622 -1.523 0.389
H 3.915 0.047 1.570
```


(3)
DFT (the ωB97M-V functional and the def2-TZVPD basis) results for a structure of composition C17H11ClF3N2O4RuS.

Electronic energy (eV): -63061.0929
Energy relative to the best compared isomer or geometry (same formula, charge and spin) (kJ/mol): 1.9
Expectation value of S²: 8.76
Spin multiplicity: 6
Orbital gap (spin up / spin down) (eV): 7.9 / 6.9

The geometry in XYZ format:
```
40
C17H11ClF3N2O4RuS | the OMol25 dataset | the ωB97M-V functional and the def2-TZVPD basis
Ru 0.291 0.533 -0.474
C 0.348 2.614 3.622
C -1.003 2.847 3.837
C -1.926 2.446 2.892
C -1.494 1.811 1.730
N -0.179 1.598 1.541
C 0.716 1.983 2.451
C -2.395 1.343 0.642
C -3.781 1.427 0.749
C -4.593 0.991 -0.285
C -4.028 0.467 -1.441
C -2.647 0.377 -1.550
C -1.815 0.808 -0.521
H 1.101 2.915 4.336
H -1.338 3.341 4.740
H -2.977 2.634 3.056
H 1.751 1.777 2.215
H -4.248 1.826 1.641
H -5.669 1.059 -0.189
H -4.662 0.130 -2.251
H -2.223 -0.035 -2.459
F 0.954 -4.859 0.687
C 2.146 -4.387 0.278
F 2.864 -5.448 -0.135
F 2.769 -3.888 1.352
C 1.985 -3.376 -0.825
C 2.336 -3.698 -2.122
C 2.171 -2.775 -3.147
C 1.632 -1.546 -2.831
N 1.264 -1.246 -1.587
C 1.431 -2.113 -0.571
S 0.888 -1.461 0.941
H 2.761 -4.671 -2.329
H 2.461 -3.006 -4.161
H 1.489 -0.769 -3.571
O 3.078 3.472 -1.283
Cl 2.779 2.089 -1.252
O 3.705 1.304 -1.989
O 1.403 1.879 -1.847
O 2.655 1.605 0.112
```


| no. | molar mass (g/mol) |
| --- | --- |
| 1 | 676.68 |
| 2 | 489.60 |
| 3 | 532.87 |